No. 1
This record from the OMol25 dataset describes an isolated molecule of C6H13NO at a distorted geometry. The level of theory is the ωB97M-V functional and the def2-TZVPD basis.

Geometry as ORCA input:
```
! wB97M-V def2-TZVPD RIJCOSX def2/J DEFGRID3
* xyz 0 1
C 1.094 -2.048 1.648
C 1.746 -0.910 0.862
C 1.030 0.441 0.957
N 0.977 1.184 -0.297
C -0.065 1.103 -1.197
O 0.143 1.446 -2.351
C -1.477 0.964 -0.695
C -2.470 0.513 -1.760
H 0.268 -1.695 2.274
H 0.649 -2.852 1.064
H 1.786 -2.503 2.359
H 2.786 -0.812 1.098
H 1.744 -1.206 -0.192
H 0.006 0.266 1.276
H 1.481 1.092 1.708
H 1.825 1.590 -0.659
H -1.739 1.948 -0.295
H -1.603 0.347 0.197
H -2.510 -0.577 -1.797
H -2.202 0.886 -2.743
H -3.471 0.823 -1.459
*
```

Its SMILES is CCCNC(=O)CC. The calculation puts the energy at -366.4105 a.u. For the molar mass, the calculation gives 115.18 g/mol. Its frontier orbital gap is 10.4 eV. Its energy relative to the best compared isomer or geometry (same formula, charge and spin) is 0.637 eV.

=====

No. 2
This record from the OMol25 dataset describes a cluster of 2 separate species, C37H65N2O7 in total at a distorted geometry. The level of theory is the ωB97M-V functional and the def2-TZVPD basis.

Geometry as ORCA input:
```
! wB97M-V def2-TZVPD RIJCOSX def2/J DEFGRID3
* xyz 1 1
C -1.456 0.879 5.912
C -0.345 0.128 5.150
C -0.941 -0.949 4.233
C -1.741 -1.935 5.124
C -0.011 -1.752 3.275
C 0.813 -2.849 3.959
C 1.727 -2.448 5.142
C 1.289 -3.004 6.516
C 1.350 -2.000 7.659
O 2.485 -1.130 7.477
C 2.470 -0.020 8.263
O 1.647 0.839 8.184
O -1.045 -2.522 2.470
C -1.443 -1.788 1.428
O -2.429 -2.012 0.779
C -0.482 -0.617 1.195
O -1.089 0.573 1.717
C -0.286 -0.413 -0.296
O 0.827 0.428 -0.600
C 0.505 1.669 -1.097
C 0.331 1.805 -2.466
C -0.020 3.038 -2.996
C -0.174 4.143 -2.171
C 0.035 4.002 -0.804
C 0.364 2.766 -0.261
C 0.719 -1.018 2.081
C 1.542 0.204 2.581
C 2.817 0.614 1.831
C 3.182 2.076 2.125
C 4.194 2.652 1.121
C 3.883 4.080 0.646
N 3.987 4.182 -0.822
C 1.714 -1.951 1.329
C 1.330 -3.373 0.850
C 2.612 -4.189 0.684
O 0.597 -3.362 -0.376
H -1.126 1.890 6.148
H -1.669 0.403 6.870
H -2.380 0.929 5.335
H 0.311 -0.303 5.902
H 0.205 0.879 4.597
H -1.690 -0.430 3.643
H -1.808 -2.932 4.701
H -1.336 -1.976 6.137
H -2.766 -1.576 5.227
H 1.446 -3.326 3.224
H 0.132 -3.632 4.294
H 2.709 -2.881 4.947
H 1.897 -1.379 5.195
H 1.939 -3.845 6.767
H 0.279 -3.413 6.474
H 1.440 -2.501 8.625
H 0.436 -1.401 7.693
H 3.294 0.001 8.988
H -2.002 0.585 1.405
H -1.199 0.058 -0.675
H -0.168 -1.354 -0.819
H 0.474 0.931 -3.092
H -0.163 3.119 -4.068
H -0.462 5.097 -2.589
H -0.087 4.865 -0.163
H 0.507 2.636 0.802
H 1.846 -0.017 3.605
H 0.897 1.077 2.663
H 3.646 -0.011 2.178
H 2.740 0.486 0.755
H 2.266 2.664 2.038
H 3.556 2.160 3.147
H 4.234 2.009 0.237
H 5.200 2.646 1.545
H 4.566 4.789 1.125
H 2.866 4.361 0.930
H 4.692 3.540 -1.162
H 4.301 5.105 -1.095
H 2.069 -1.433 0.439
H 2.554 -2.086 2.013
H 0.701 -3.904 1.555
H 3.405 -3.579 0.241
H 2.431 -5.077 0.081
H 2.981 -4.495 1.665
H 1.233 -3.286 -1.096
C -3.529 2.489 -8.536
C -2.580 1.325 -8.818
C -3.205 -0.047 -8.549
C -3.572 -0.387 -7.111
N -2.428 -0.475 -6.116
C -2.175 0.875 -5.483
C -3.162 0.964 -4.340
C -3.138 -0.448 -3.748
C -2.830 -1.370 -4.934
C -1.190 -1.028 -6.734
H -3.925 2.471 -7.517
H -3.017 3.442 -8.667
H -4.378 2.471 -9.218
H -1.654 1.463 -8.253
H -2.287 1.355 -9.868
H -2.579 -0.839 -8.964
H -4.143 -0.103 -9.107
H -4.056 -1.361 -7.096
H -4.280 0.336 -6.710
H -1.148 0.873 -5.116
H -2.291 1.654 -6.231
H -4.158 1.218 -4.706
H -2.871 1.725 -3.618
H -4.074 -0.711 -3.261
H -2.352 -0.534 -2.998
H -3.670 -1.985 -5.239
H -1.988 -2.022 -4.720
H -0.828 -0.361 -7.509
H -1.411 -2.009 -7.149
H -0.437 -1.114 -5.956
*
```

The calculation puts the energy at -2084.7667 a.u. For the molar mass, the calculation gives 649.93 g/mol. Its frontier orbital gap is 8.4 eV. Its energy relative to the best compared isomer or geometry (same formula, charge and spin) is 0.000 eV.

=====

No. 3
This record from the OMol25 dataset describes a structure of composition C23H22ClN7O2Tc. The level of theory is the ωB97M-V functional and the def2-TZVPD basis.

Geometry as ORCA input:
```
! wB97M-V def2-TZVPD RIJCOSX def2/J DEFGRID3
* xyz 2 4
Tc -0.982 -0.317 -1.051
C 0.888 2.202 -0.561
N -0.566 1.976 -0.729
C -1.380 2.346 0.441
C -1.278 1.225 1.426
N -1.015 -0.022 1.047
C -1.017 -0.797 2.222
C -0.757 -2.147 2.451
C -0.834 -2.592 3.754
C -1.150 -1.732 4.817
C -1.389 -0.391 4.608
C -1.312 0.047 3.293
N -1.463 1.319 2.741
C 1.656 0.955 -0.886
N 1.075 -0.197 -1.195
C 2.104 -1.098 -1.514
C 2.063 -2.414 -1.966
C 3.276 -3.022 -2.213
C 4.494 -2.350 -2.025
C 4.541 -1.038 -1.600
C 3.316 -0.432 -1.355
N 2.985 0.865 -0.958
H 1.105 2.522 0.460
H 1.221 3.003 -1.224
H -0.896 2.487 -1.541
H -2.417 2.452 0.115
H -1.075 3.296 0.887
H -0.494 -2.830 1.659
H -0.640 -3.635 3.965
H -1.199 -2.130 5.821
H -1.620 0.281 5.424
H -1.666 2.166 3.249
H 1.131 -2.928 -2.158
H 3.292 -4.041 -2.574
H 5.419 -2.870 -2.234
H 5.479 -0.514 -1.473
H 3.636 1.616 -0.787
O -1.246 -0.012 -3.003
N -2.470 -0.037 -3.456
N -3.330 -0.114 -2.554
O -2.961 -0.151 -1.270
C -4.744 -0.161 -2.854
C -5.166 0.137 -4.142
C -6.521 0.064 -4.410
C -7.418 -0.296 -3.410
C -6.965 -0.587 -2.132
C -5.612 -0.523 -1.838
H -4.461 0.414 -4.912
H -6.878 0.291 -5.405
H -8.474 -0.350 -3.632
H -7.665 -0.871 -1.359
H -5.245 -0.758 -0.851
Cl -1.704 -3.084 -2.360
C -1.230 -2.365 -0.812
H -0.303 -2.833 -0.481
H -2.029 -2.545 -0.095
*
```

The calculation puts the energy at -1963.8816 a.u. For the molar mass, the calculation gives 561.93 g/mol. Its frontier orbital gap (spin up / spin down) is 8.7 / 7.0 eV.

=====

No. 4
This record from the OMol25 dataset describes a structure of composition C22H24ClN4OSTi at a distorted geometry. The level of theory is the ωB97M-V functional and the def2-TZVPD basis.

Geometry as ORCA input:
```
! wB97M-V def2-TZVPD RIJCOSX def2/J DEFGRID3
* xyz 1 3
Ti 0.186 0.467 0.298
Cl -1.954 -3.998 5.313
C -1.498 -2.681 4.292
C -1.117 -1.473 4.882
C -0.715 -0.427 4.084
C -0.700 -0.521 2.683
O -0.285 0.504 1.976
C -1.176 -1.739 2.074
C -1.460 -1.815 0.686
N -1.112 -0.834 -0.135
C -1.796 -0.486 -1.284
C -2.619 -1.297 -2.067
C -3.389 -0.730 -3.076
C -3.366 0.628 -3.320
C -2.554 1.486 -2.551
C -2.518 2.893 -2.679
C -1.778 3.635 -1.774
C -1.036 2.999 -0.787
N -0.972 1.660 -0.691
C -1.744 0.912 -1.539
C -1.535 -2.811 2.924
H -1.146 -1.365 5.954
H -0.414 0.516 4.520
H -2.109 -2.612 0.330
H -2.670 -2.359 -1.880
H -4.042 -1.368 -3.653
H -4.002 1.054 -4.078
H -3.097 3.373 -3.452
H -1.775 4.713 -1.824
H -0.482 3.562 -0.038
H -1.878 -3.733 2.480
C 1.676 -1.919 -0.334
C 1.668 -1.170 -1.699
N 1.408 0.269 -1.525
C 2.591 1.125 -1.713
C 2.558 2.377 -0.836
S 1.998 2.112 0.886
C 3.186 0.919 1.605
C 3.114 -0.510 1.057
N 1.745 -0.957 0.765
H 2.512 -2.635 -0.309
H 0.749 -2.492 -0.224
H 0.895 -1.607 -2.339
H 2.627 -1.330 -2.206
H 0.709 0.563 -2.210
H 2.682 1.459 -2.758
H 3.496 0.558 -1.482
H 1.826 3.092 -1.217
H 3.538 2.855 -0.819
H 2.941 0.947 2.669
H 4.189 1.325 1.474
H 3.586 -1.175 1.795
H 3.699 -0.576 0.139
H 1.353 -1.380 1.610
*
```

The calculation puts the energy at -2854.7184 a.u. For the molar mass, the calculation gives 475.85 g/mol. Its frontier orbital gap (spin up / spin down) is 4.9 / 7.4 eV. Its energy relative to the best compared isomer or geometry (same formula, charge and spin) is 1.075 eV.

=====

No. 5
This record from the OMol25 dataset describes a cluster of 3 separate species, C3H12O3 in total. The level of theory is the ωB97M-V functional and the def2-TZVPD basis.

Geometry as ORCA input:
```
! wB97M-V def2-TZVPD RIJCOSX def2/J DEFGRID3
* xyz 0 1
C 0.529 2.391 0.158
O -0.199 1.212 -0.155
H 1.517 2.376 -0.310
H -0.051 3.237 -0.194
H 0.692 2.501 1.239
H 0.366 0.446 0.026
C 2.571 -1.567 -0.531
O 1.250 -1.220 -0.103
H 3.294 -1.132 0.156
H 2.719 -2.647 -0.558
H 2.771 -1.175 -1.531
H 0.681 -1.990 -0.170
C -2.821 -0.728 0.271
O -2.857 0.628 0.649
H -3.834 -1.124 0.338
H -2.471 -0.860 -0.760
H -2.195 -1.334 0.941
H -1.963 0.984 0.534
*
```

Its SMILES is CO.CO.CO. The calculation puts the energy at -347.1678 a.u. For the molar mass, the calculation gives 96.13 g/mol. Its frontier orbital gap is 10.2 eV. Its energy relative to the best compared isomer or geometry (same formula, charge and spin) is 1.111 eV.

=====

No. 6
This record from the OMol25 dataset describes a structure of composition C16H40AgN2O6 at a distorted geometry. The level of theory is the ωB97M-V functional and the def2-TZVPD basis.

Geometry as ORCA input:
```
! wB97M-V def2-TZVPD RIJCOSX def2/J DEFGRID3
* xyz 0 2
Ag 11.915 5.854 -0.641
C 15.506 7.116 -2.877
C 14.049 7.495 -2.633
O 13.276 6.444 -2.212
H 15.623 6.660 -3.865
H 15.772 6.301 -2.199
H 16.221 7.929 -2.755
H 13.611 7.928 -3.552
H 14.009 8.343 -1.920
C 7.925 4.243 0.984
C 8.685 5.413 0.350
O 10.028 5.196 0.318
H 7.080 4.611 1.575
H 8.580 3.696 1.661
H 7.531 3.559 0.229
H 8.412 6.349 0.909
H 8.265 5.617 -0.664
C 9.539 7.634 -2.356
O 10.596 7.531 -1.428
C 10.766 8.708 -0.688
C 12.003 8.713 0.160
N 12.209 7.542 1.075
C 11.194 7.539 2.127
C 11.510 8.375 3.338
O 11.401 9.779 3.152
C 10.071 10.221 3.117
H 8.584 7.720 -1.829
H 9.511 6.707 -2.924
H 9.694 8.477 -3.035
H 9.914 8.857 -0.009
H 10.841 9.546 -1.389
H 11.953 9.639 0.746
H 12.884 8.796 -0.474
H 13.115 7.769 1.473
H 11.089 6.502 2.479
H 10.200 7.697 1.710
H 12.546 8.209 3.655
H 10.903 8.067 4.203
H 9.528 9.842 2.238
H 10.096 11.307 3.092
H 9.508 9.869 3.994
C 10.715 3.161 -2.296
O 11.707 3.605 -1.398
C 11.948 2.708 -0.354
C 12.590 3.386 0.853
N 13.501 4.517 0.561
C 14.572 4.110 -0.350
C 15.523 3.062 0.205
O 15.119 1.723 -0.069
C 15.425 1.284 -1.369
H 10.500 3.985 -2.975
H 9.786 2.945 -1.754
H 11.031 2.272 -2.850
H 12.563 1.852 -0.672
H 11.013 2.271 0.021
H 13.004 2.628 1.530
H 11.780 3.825 1.451
H 13.946 4.718 1.452
H 15.179 4.979 -0.594
H 14.145 3.686 -1.255
H 15.631 3.104 1.292
H 16.528 3.232 -0.210
H 14.721 0.491 -1.632
H 16.438 0.876 -1.434
H 15.278 2.069 -2.121
*
```

The calculation puts the energy at -1341.2974 a.u. For the molar mass, the calculation gives 464.37 g/mol. Its frontier orbital gap (spin up / spin down) is 8.1 / 5.9 eV.

=====

No. 7
This record from the OMol25 dataset describes a structure of composition C14H24AlF6O9S2 at a distorted geometry. The level of theory is the ωB97M-V functional and the def2-TZVPD basis.

Geometry as ORCA input:
```
! wB97M-V def2-TZVPD RIJCOSX def2/J DEFGRID3
* xyz 1 1
Al 0.153 -32.348 25.204
C 0.741 -30.530 30.472
F 0.969 -31.496 31.342
F 0.425 -29.426 31.146
F 1.908 -30.341 29.786
S -0.638 -30.960 29.170
O -1.240 -29.692 28.794
O 0.010 -31.579 28.022
O -1.531 -31.917 29.888
C -4.594 -30.022 27.132
F -4.950 -29.499 25.947
F -3.801 -29.188 27.782
F -5.644 -30.333 27.924
S -3.651 -31.753 26.752
O -4.469 -32.493 25.726
O -2.362 -31.348 26.181
O -3.475 -32.496 28.080
C 5.136 -33.398 26.378
C 4.342 -33.577 27.718
C 3.296 -32.482 27.486
O 2.916 -32.613 26.125
C 4.158 -32.790 25.371
H 5.522 -34.392 26.153
H 6.002 -32.788 26.633
H 4.883 -33.388 28.644
H 3.881 -34.560 27.819
H 3.529 -31.470 27.820
H 2.430 -32.796 28.069
H 4.532 -31.856 24.951
H 3.899 -33.510 24.595
C 0.737 -27.117 25.569
C 2.062 -27.667 25.089
C 2.186 -29.113 25.620
O 0.766 -29.514 25.648
C 0.055 -28.375 26.123
H 0.178 -26.720 24.721
H 0.769 -26.440 26.423
H 2.869 -27.006 25.405
H 2.251 -27.734 24.018
H 2.703 -29.263 26.568
H 2.861 -29.740 25.038
H 0.095 -28.380 27.212
H -1.018 -28.563 26.079
C -3.232 -30.566 21.725
C -2.672 -29.161 21.836
C -1.411 -29.313 22.692
O -1.548 -30.568 23.509
C -2.854 -31.222 23.121
H -2.779 -31.077 20.876
H -4.294 -30.631 21.488
H -3.456 -28.564 22.301
H -2.441 -28.683 20.884
H -1.303 -28.509 23.421
H -0.486 -29.282 22.117
H -3.691 -31.061 23.801
H -2.758 -32.270 22.838
*
```

The calculation puts the energy at -2862.4240 a.u. For the molar mass, the calculation gives 541.44 g/mol. Its frontier orbital gap is 3.3 eV. Its energy relative to the best compared isomer or geometry (same formula, charge and spin) is 3.280 eV.

=====

No. 8
This record from the OMol25 dataset describes an isolated molecule of C16H16N6O2 at a distorted geometry. The level of theory is the ωB97M-V functional and the def2-TZVPD basis.

Geometry as ORCA input:
```
! wB97M-V def2-TZVPD RIJCOSX def2/J DEFGRID3
* xyz 0 1
C -1.627 -4.551 0.379
C -0.946 -3.529 -0.512
O -1.382 -2.227 -0.116
C -0.851 -1.202 -0.802
O -0.065 -1.367 -1.708
C -1.309 0.122 -0.367
C -2.385 0.363 0.419
C -3.253 -0.676 1.049
N -2.769 1.664 0.682
C -2.253 2.678 -0.064
N -2.648 3.925 -0.200
N -1.808 4.457 -1.088
N -0.945 3.624 -1.487
N -1.186 2.467 -0.864
C -0.422 1.248 -0.886
C 0.795 1.395 -0.015
C 0.849 2.016 1.201
N 2.121 1.963 1.694
C 2.919 1.305 0.801
C 4.275 1.009 0.851
C 4.815 0.321 -0.214
C 4.027 -0.070 -1.301
C 2.683 0.219 -1.358
C 2.113 0.922 -0.297
H -1.367 -4.373 1.419
H -2.707 -4.484 0.273
H -1.305 -5.549 0.099
H -1.203 -3.683 -1.567
H 0.144 -3.579 -0.420
H -2.688 -1.241 1.787
H -4.112 -0.218 1.533
H -3.602 -1.384 0.302
H -3.618 1.851 1.192
H -0.107 1.033 -1.912
H 0.070 2.506 1.754
H 2.428 2.377 2.558
H 4.881 1.309 1.694
H 5.867 0.076 -0.210
H 4.491 -0.613 -2.111
H 2.078 -0.104 -2.189
*
```

Its SMILES is CCOC(=O)C1=C(C)Nc2nnnn2[C@H]1c1c[nH]c2ccccc12. The calculation puts the energy at -1098.3238 a.u. For the molar mass, the calculation gives 324.34 g/mol. Its frontier orbital gap is 8.5 eV. Its energy relative to the best compared isomer or geometry (same formula, charge and spin) is 0.000 eV.